(1)
Molecular formula: C3H6IO3S
Method: DFT, ωB97M-V/def2-TZVPD

```
14
C3H6IO3S | OMol25 | ωB97M-V/def2-TZVPD
C 1.387 0.339 -1.343
C 0.117 1.108 -0.968
C 0.184 1.485 0.474
O -2.580 -2.308 1.167
O -1.008 -2.321 3.089
O -0.160 -2.693 0.790
S -1.207 -2.118 1.649
I -1.244 2.946 1.078
H 1.397 0.119 -2.410
H 2.266 0.930 -1.100
H 1.429 -0.596 -0.793
H -0.748 0.465 -1.194
H 0.029 2.003 -1.594
H 0.140 0.641 1.154
```

The calculation puts the HOMO energy (spin up / spin down) at -5.31 / -3.36 eV. The total charge is -1. As for the energy above the lowest of the compared OMol25 structures with the same formula, charge and spin: 216.1 kJ/mol. For the frontier orbital gap (spin up / spin down), the calculation gives 7.86 / 5.56 eV.

(2)
Molecular formula: C3H6Li2O4
Method: DFT, ωB97M-V/def2-TZVPD

```
15
C3H6Li2O4 | OMol25 | ωB97M-V/def2-TZVPD
O 1.386 -1.403 -0.093
C 0.757 -0.262 -0.303
O -0.475 -0.180 -0.305
O 1.578 0.725 -0.264
C 1.021 2.127 -0.243
H 1.635 2.617 -1.020
H 1.384 2.479 0.740
H -3.116 2.024 0.968
C 0.604 -2.570 0.143
H 1.321 -3.390 0.242
H 0.022 -2.463 1.066
O -2.632 1.480 0.312
Li -2.336 -0.244 0.045
Li -1.078 1.816 -0.586
H -0.069 -2.756 -0.704
```

The calculation puts the HOMO energy at -7.15 eV. As for the energy above the lowest of the compared OMol25 structures with the same formula, charge and spin: 0.0 kJ/mol. For the frontier orbital gap, the calculation gives 6.75 eV.